Entry from OMol25: a cluster of 2 separate species, C5H10N3S in total (ωB97M-V/def2-TZVPD).

Results
ΔE to the lowest compared entry with this formula, charge and spin = 353.60 kJ/mol
net charge = +1
molecular weight = 144.223 g/mol
LUMO energy = -0.1521 hartree
highest occupied orbital energy = -13.360 eV

Each line ends with the Mulliken charge.
CARTESIAN COORDINATES (ANGSTROEM)
C -1.8659 -0.4626 -1.8957  -0.543
C -2.2545 -1.4089 -1.2721  -0.409
C 0.1768 1.6683 1.1926  0.168
C 1.0070 -1.2828 0.0630  0.643
C -0.0366 2.4586 0.0916  -0.982
N 0.8740 0.5969 1.2730  0.236
N 1.4078 -0.0958 0.2392  -0.755
N 0.0092 -1.9729 0.6468  -0.466
S 1.9281 -2.1175 -1.2266  -0.194
H -1.6450 0.3694 -2.4256  0.511
H -2.3832 -2.2587 -0.7066  0.467
H -0.1831 2.0954 2.1433  0.386
H -1.0759 2.7473 0.0444  0.346
H 0.2857 1.9965 -0.8543  0.290
H 0.5337 3.4197 0.1847  0.333
H -0.0933 -2.9845 0.5607  0.219
H -0.8673 -1.5413 1.0037  0.274
H 1.1071 0.1667 2.0966  0.270
H 3.0754 -1.3939 -1.1590  0.204

Atomic forces in eV per Å
-0.9 -1.9 1.4
0.8 1.3 -0.8
0.9 -0.7 4.0
0.5 -2.0 -1.4
0.2 1.9 -4.0
-1.5 0.5 -1.7
0.8 2.1 -0.9
-1.3 -0.1 1.0
-0.3 -0.4 0.3
0.6 2.0 -1.4
-0.6 -1.3 0.7
0.4 -0.6 -0.1
-0.4 0.2 -0.1
-0.2 0.2 0.3
-0.4 -0.7 0.2
0.5 0.6 -0.3
1.4 -0.1 -0.4
0.2 -0.8 3.2
-0.6 0.0 0.2